Entry from the Open Molecules 2025 dataset: a molecular structure, C33H63N10O8P2Re at a distorted geometry (ωB97M-V with the def2-TZVPD basis set).

Output
- E_HOMO (spin up / spin down): -10.24 / -10.65 eV
- Molecular weight: 976.1 g/mol
- Kohn-Sham gap (spin up / spin down): 8.534 / 7.110 eV
- F_max: 2.36 eV Å⁻¹
- DFT total energy: -3205.53910 Eh
- Net charge: +1
- LUMO (spin up / spin down): -1.71 / -3.54 eV
- ⟨S²⟩: 3.7735
- Multiplicity: 4

XYZ file:
```
117
Properties=species:S:1:pos:R:3:forces:R:3
Re -0.746598 0.759628 0.266528 2.27 0.23 0.59
P -2.557495 2.281271 -0.416956 -1.34 0.40 -0.77
P 1.988632 -1.350358 0.647857 0.70 -0.15 -0.34
O -3.848609 1.313163 -0.405368 0.20 0.17 0.07
O -0.236162 5.819524 1.348466 -0.01 -0.15 -0.37
O -3.998387 -0.463044 -2.738032 -0.07 0.00 0.14
O 0.003382 0.604417 -3.212529 -0.25 -0.10 0.00
O -3.174769 3.632075 0.193570 0.50 -0.17 0.12
O -0.296511 6.519961 -0.684684 -0.11 0.25 0.20
O -2.307930 2.763435 -1.917551 0.26 -0.20 0.46
O -1.577647 -0.142126 -1.833063 0.19 0.17 0.55
N 3.021140 -1.044528 -0.638086 -0.36 -0.01 0.36
N 0.820646 1.667342 -1.023271 -0.17 0.32 0.14
N 0.177732 4.353974 -0.210835 -0.11 -0.92 0.32
N -2.133839 -0.488242 0.950540 -0.89 -0.88 0.12
N 1.013482 2.873930 -1.750430 -0.11 -0.36 -0.34
N 1.654286 -2.961129 0.504369 -0.21 0.26 0.13
N 2.936070 -1.078920 1.987039 -0.54 0.03 -0.10
N 0.698859 5.026276 -2.413694 0.06 -0.25 -0.60
N -0.122114 5.632256 0.153882 -0.24 0.19 0.40
N 0.673829 -0.501488 0.629622 -0.77 0.59 -0.30
C 4.893717 -1.054861 -2.824838 0.02 -0.18 0.14
C 4.214399 -0.214481 -0.573061 0.26 -0.15 0.08
C 2.936531 0.273074 2.561567 0.11 0.03 -0.01
C 2.532592 -1.256097 -1.999690 0.13 -0.20 -0.11
C 5.341611 -0.859071 -1.376573 -0.14 0.18 -0.17
C 4.163832 0.447405 3.444553 -0.12 0.01 0.07
C -3.984325 0.652791 -6.179674 0.01 -0.01 0.06
C -2.631411 0.893851 -6.400133 0.06 0.04 -0.10
C 0.566879 4.117884 -1.445698 0.29 0.60 0.37
C 0.220129 -4.385816 1.898898 0.12 -0.01 -0.11
C -5.179947 1.725599 -0.753454 -0.10 0.01 -0.06
C 3.395809 -2.130635 2.899484 0.08 -0.08 0.08
C -3.810202 3.650833 1.483464 0.00 0.09 0.02
C -4.067419 -2.985134 -0.403544 0.04 0.07 -0.01
C -4.423534 0.200212 -4.951835 -0.10 -0.08 0.07
C -2.903091 -1.336762 0.993668 0.18 0.28 0.25
C -1.554998 2.460974 4.381140 -0.13 -0.16 -0.08
C 4.054526 -0.479001 4.671482 -0.03 -0.02 -0.13
C -3.139717 3.648228 -2.681727 -0.09 0.19 -0.11
C 2.664027 -3.976154 0.190094 0.07 -0.09 -0.11
C 3.621000 -1.900821 -2.858113 0.00 0.23 -0.02
C 2.188410 -5.367443 0.624673 -0.06 0.10 0.15
C -1.172686 0.240218 -2.991936 0.25 -0.05 -0.41
C -1.733706 0.709349 -5.369050 -0.04 0.00 -0.02
C -3.519269 -0.004111 -3.910401 0.16 0.06 -0.30
C -1.541159 1.359488 3.315444 0.10 0.02 0.04
C -1.226943 0.005612 3.958853 -0.13 0.09 -0.18
C -3.847669 -2.429549 1.016270 -0.25 -0.38 -0.20
C -2.157625 0.276594 -4.111433 -0.06 0.05 0.27
C 0.296752 -3.465621 0.678709 0.00 -0.07 0.23
C -0.526292 1.711342 2.223860 -0.33 -0.23 -0.93
C 3.194841 -1.713076 4.351214 0.15 0.10 -0.07
C 1.446921 -5.322892 1.960663 -0.03 -0.02 -0.09
H -1.645615 3.446813 3.925374 -0.02 0.05 0.04
H 0.478024 1.527977 2.604083 0.06 -0.02 -0.14
H 3.468768 -2.543058 5.003133 -0.06 -0.02 0.01
H 5.580193 -1.830314 -0.935297 0.05 0.02 0.06
H -0.701125 -4.970970 1.842351 -0.02 0.02 0.05
H -4.788498 -2.073789 1.439440 0.06 0.02 0.08
H 0.174497 -3.778956 2.806269 -0.06 0.00 0.00
H -2.630474 3.799793 -3.630229 0.02 0.00 0.03
H 1.118679 2.677493 -2.735095 -0.15 -0.02 -0.04
H -4.600250 -3.931215 -0.342918 -0.02 0.01 0.03
H 3.257181 -2.009537 -3.881581 -0.02 -0.03 0.01
H 2.041983 0.433913 3.170662 -0.04 0.03 -0.06
H 2.912693 1.004399 1.750063 0.02 0.04 0.05
H 1.730962 1.398433 -0.663984 -0.04 -0.08 0.23
H -0.367308 0.100452 4.626364 0.04 -0.03 -0.02
H -2.290732 1.230133 -7.369921 0.01 0.00 0.01
H 0.564732 0.993187 -1.821914 0.32 0.14 0.04
H 6.231778 -0.229025 -1.326154 0.01 -0.03 0.02
H -5.445624 1.265410 -1.703149 0.04 0.00 0.00
H 1.643807 -1.889035 -1.958602 -0.04 0.07 -0.04
H 5.681748 -1.535219 -3.406442 0.00 0.05 -0.03
H 2.847602 -3.046481 2.692881 0.03 0.02 -0.02
H -2.542577 1.308942 2.869034 0.00 0.01 0.03
H 4.464178 -2.324266 2.736603 -0.04 -0.09 -0.04
H 4.509522 -0.101128 0.468065 -0.01 0.04 -0.02
H -0.985228 -0.736326 3.195054 0.03 -0.06 0.10
H -4.113625 3.201330 -2.877961 0.04 -0.08 0.03
H 4.698854 -0.076622 -3.276721 0.01 0.00 -0.05
H 1.533827 -5.789207 -0.140777 0.03 -0.02 -0.02
H -3.076774 3.857765 2.257445 0.08 -0.02 0.00
H 2.870068 -3.991266 -0.884478 0.04 0.06 0.02
H 5.062505 0.217182 2.867204 -0.01 0.02 -0.02
H 3.615043 0.065285 5.508340 0.05 -0.02 0.04
H 0.399382 5.965484 -2.198865 -0.03 0.05 0.04
H 3.055719 -6.023240 0.702195 -0.01 -0.03 -0.08
H -3.115576 -3.152126 -0.906579 -0.01 -0.04 0.01
H 2.140140 -4.991945 2.736472 -0.03 -0.03 0.03
H -0.596812 2.773093 2.000806 0.08 0.31 -0.06
H 2.136555 -1.497857 4.518644 -0.02 -0.05 0.00
H -0.358836 -2.604913 0.797553 -0.06 -0.06 -0.08
H 1.132205 -6.329825 2.234602 0.05 0.00 0.05
H -2.072026 -0.354476 4.548846 0.04 -0.03 0.05
H -3.451140 -3.206433 1.673449 0.03 0.09 0.07
H -4.700467 0.822651 -6.973089 0.00 -0.04 -0.01
H -4.541402 4.455398 1.458844 0.01 -0.02 -0.02
H -0.678897 0.900796 -5.510667 0.00 0.02 0.02
H -3.260542 4.598677 -2.164205 0.02 -0.03 0.00
H 3.597834 -3.722844 0.696045 0.01 -0.02 -0.02
H -5.469326 -0.014885 -4.771922 0.00 0.01 -0.01
H -5.853903 1.369311 0.024465 0.02 -0.01 0.00
H 4.235075 1.488442 3.760442 0.06 0.01 -0.03
H 2.243274 -0.303139 -2.463650 -0.04 -0.07 0.05
H -2.388678 2.318905 5.071845 0.05 0.02 0.08
H 1.133594 4.809121 -3.292989 0.00 -0.10 0.04
H 3.846735 -2.896188 -2.470443 -0.02 -0.04 -0.04
H -0.009239 -4.007463 -0.223198 0.01 0.07 -0.03
H 4.015609 0.785395 -0.993979 -0.02 0.01 0.05
H -4.650780 -2.291836 -1.004905 0.02 0.02 -0.04
H -3.240389 -0.438319 -2.112786 0.02 -0.03 0.04
H -5.258727 2.809664 -0.822036 0.00 -0.01 0.02
H -0.626269 2.448176 4.955071 0.01 0.02 0.00
H -4.315163 2.705641 1.688821 0.02 0.02 -0.01
H 5.053260 -0.796709 4.973821 -0.01 0.02 0.07
```
Positions in Å, forces in eV/Å.